No. 1
2 unconnected molecules or ions with the total composition C2H4N2. Source: the OMol25 dataset; level of theory: ωB97M-V/def2-TZVPD.

Last column: Mulliken charge in e.
Atoms and positions in Å:
N 1.22205 0.25720 -0.19489  0.06
N 1.81436 0.19286 0.86749  -0.49
C -1.86224 0.06666 0.28109  -0.73
C -2.63272 0.55444 -0.44484  -0.15
H 0.19632 0.35680 -0.26211  0.22
H -1.04933 -0.17920 0.85432  0.49
H -3.38112 0.72896 -1.24226  0.35
H 1.67821 0.32417 -1.17184  0.24

Forces on atoms 1 to 3 (eV/Å):
N 0.6 0.5 -0.7
N -0.3 -0.1 -0.7
C 1.6 -0.5 1.5

Summary:
Orbital gap   9.22 eV
Largest force on an atom   5.563 eV/Å
HOMO   -8.3 eV
Total charge   0

No. 2
2 unconnected molecules or ions with the total composition C4H11N3. Source: the OMol25 dataset; level of theory: ωB97M-V/def2-TZVPD.

Last column: Mulliken charge in e.
Atoms and positions in Å:
N -0.61659 0.66803 2.52536  -0.80
N -1.20419 -1.38130 1.64882  -0.42
N 0.71127 1.87063 -0.49592  -0.71
C -0.41080 -0.28401 1.70663  0.45
C 1.46813 -0.48215 -1.06957  -1.23
C 0.33397 0.67991 -0.80086  0.72
C -0.97401 0.44960 -1.50459  -1.26
H 0.06395 1.42020 2.36881  0.26
H -1.93740 -1.40638 2.34898  0.25
H -0.95712 0.92962 -2.48589  0.37
H -1.17471 -0.61562 -1.63252  0.28
H -0.85505 -2.22517 1.22083  0.21
H -1.77605 0.88596 -0.90488  0.34
H 1.03396 -1.48025 -1.15585  0.33
H 0.45472 -0.32370 0.82236  0.16
H 2.27871 -0.39684 -0.34307  0.39
H 1.87468 -0.23064 -2.05006  0.39
H 1.68650 1.92209 -0.19857  0.26

Forces on atoms 1 to 3 (eV/Å):
N 0.6 -0.1 -0.5
N -0.4 -0.2 0.1
N -0.9 -1.1 0.2

Summary:
Orbital gap   9.94 eV
Largest force on an atom   3.959 eV/Å
HOMO   -9.2 eV
Total charge   0

Copy entry 2 word for word.
2 unconnected molecules or ions with the total composition C4H11N3. Source: the OMol25 dataset; level of theory: ωB97M-V/def2-TZVPD.

Last column: Mulliken charge in e.
Atoms and positions in Å:
N -0.61659 0.66803 2.52536  -0.80
N -1.20419 -1.38130 1.64882  -0.42
N 0.71127 1.87063 -0.49592  -0.71
C -0.41080 -0.28401 1.70663  0.45
C 1.46813 -0.48215 -1.06957  -1.23
C 0.33397 0.67991 -0.80086  0.72
C -0.97401 0.44960 -1.50459  -1.26
H 0.06395 1.42020 2.36881  0.26
H -1.93740 -1.40638 2.34898  0.25
H -0.95712 0.92962 -2.48589  0.37
H -1.17471 -0.61562 -1.63252  0.28
H -0.85505 -2.22517 1.22083  0.21
H -1.77605 0.88596 -0.90488  0.34
H 1.03396 -1.48025 -1.15585  0.33
H 0.45472 -0.32370 0.82236  0.16
H 2.27871 -0.39684 -0.34307  0.39
H 1.87468 -0.23064 -2.05006  0.39
H 1.68650 1.92209 -0.19857  0.26

Forces on atoms 1 to 3 (eV/Å):
N 0.6 -0.1 -0.5
N -0.4 -0.2 0.1
N -0.9 -1.1 0.2

Summary:
Orbital gap   9.94 eV
Largest force on an atom   3.959 eV/Å
HOMO   -9.2 eV
Total charge   0